{
  "formula": "H16O8Sr",
  "method": "the ωB97M-V functional and the def2-TZVPD basis",
  "max_force_ev_per_a": 0.9,
  "energy_ev": -17461.081,
  "multiplicity": 1,
  "e_homo_ev": -16.9,
  "gap_ev": 8.79,
  "charge": 2,
  "species": ["Sr", "O", "H", "H", "O", "H", "H", "O", "H", "H", "O", "H", "H", "O", "H", "H", "O", "H", "H", "O", "H", "H", "O", "H", "H"],
  "positions_angstrom": [[-0.126, 0.044, -0.085], [-1.416, -3.509, 1.414], [-0.881, -3.660, 2.193], [-1.869, -4.340, 1.269], [3.195, 2.259, -0.418], [3.909, 2.080, -1.029], [3.497, 3.013, 0.089], [-0.961, 3.783, 1.034], [-1.320, 4.196, 1.819], [-0.834, 4.505, 0.419], [-0.933, 2.324, -3.758], [-0.315, 2.932, -4.166], [-1.614, 2.196, -4.418], [2.934, -2.564, 0.642], [3.808, -2.838, 0.363], [2.665, -3.229, 1.277], [-4.000, -0.026, 0.313], [-4.530, 0.344, 1.019], [-4.265, -0.945, 0.270], [0.098, 0.136, 3.850], [-0.519, 0.371, 4.543], [0.872, -0.180, 4.316], [0.720, -2.058, -3.381], [0.327, -2.854, -3.738], [1.558, -1.978, -3.838]],
  "atomic_forces_ev_per_a": [[-0.045, 0.113, 0.099], [0.250, 0.673, -0.243], [0.066, -0.119, 0.309], [-0.206, -0.272, -0.142], [-0.605, -0.419, 0.015], [0.243, -0.067, -0.212], [0.048, 0.267, 0.217], [0.179, -0.678, -0.203], [-0.121, 0.079, 0.301], [0.027, 0.246, -0.227], [0.131, -0.281, 0.537], [0.186, 0.210, -0.126], [-0.258, -0.054, -0.188], [-0.579, 0.456, -0.050], [0.318, -0.014, -0.152], [0.002, -0.257, 0.178], [0.886, 0.019, -0.190], [-0.213, 0.238, 0.212], [-0.237, -0.307, -0.060], [-0.017, -0.080, -0.759], [-0.267, 0.113, 0.198], [0.290, -0.068, 0.171], [-0.159, 0.410, 0.601], [-0.189, -0.262, -0.107], [0.268, 0.052, -0.177]],
  "lowdin_charge": [1.790, -0.060, 0.036, 0.049, -0.062, 0.043, 0.046, -0.062, 0.046, 0.043, -0.062, 0.039, 0.042, -0.061, 0.048, 0.036, -0.058, 0.049, 0.041, -0.061, 0.047, 0.044, -0.062, 0.046, 0.043]
}